Run one
Entry from OMol25: the ion C4H9N2S with charge +1 (ωB97M-V/def2-TZVPD).

CARTESIAN COORDINATES (ANGSTROEM)
N  -1.376  1.872  -1.031
C  1.057  -0.605  -0.783
H  -0.976  0.276  -2.387
H  0.452  0.314  1.998
C  0.114  -0.633  2.380
H  -0.939  -2.466  1.922
H  1.832  -0.845  -0.064
C  -0.694  0.951  -1.478
S  -0.522  -1.359  -0.158
H  0.562  1.279  -0.014
H  1.099  -1.030  -1.821
H  0.070  -0.798  3.443
H  -2.264  2.299  -1.296
N  0.762  0.861  -0.899
H  1.355  1.375  -1.427
C  -0.533  -1.490  1.614

Properties
Total charge: +1
Structure (SMILES): [H]/N=C/[NH2+]CSC=C
HOMO-LUMO gap (eV): 9.5
Highest occupied orbital energy (eV): -13.06

natural (NBO) charges in e:
1 N -0.62
2 C -0.38
3 H 0.23
4 H 0.18
5 C -0.37
6 H 0.26
7 H 0.27
8 C 0.25
9 S 0.25
10 H 0.45
11 H 0.26
12 H 0.24
13 H 0.44
14 N -0.55
15 H 0.43
16 C -0.34

---

Run two
Entry from OMol25: the ion C4H9N2S with charge +1 (ωB97M-V/def2-TZVPD).

CARTESIAN COORDINATES (ANGSTROEM)
C  -0.187  0.965  0.105
H  1.601  -1.741  -1.163
S  2.497  -0.041  0.246
N  2.110  1.443  -0.077
C  1.340  -0.682  -0.985
C  -0.065  -0.383  -0.475
C  -0.515  -1.107  0.840
H  1.522  -0.123  -1.868
H  -2.105  1.951  -0.202
H  -1.730  -1.166  0.854
H  2.374  2.188  0.531
N  -1.087  1.890  0.124
H  -0.341  -0.843  1.857
H  -0.226  -2.106  0.654
H  -0.787  -0.775  -1.264
H  -0.859  2.686  0.682

Properties
Total charge: +1
HOMO-LUMO gap (spin up / spin down) (eV): 7.1 / 8.2
Highest occupied orbital energy (spin up / spin down) (eV): -12.63 / -13.34

natural (NBO) charges in e:
1 C 0.53
2 H 0.26
3 S 0.78
4 N -0.79
5 C -0.55
6 C -0.40
7 C -0.63
8 H 0.26
9 H 0.43
10 H 0.24
11 H 0.40
12 N -0.73
13 H 0.26
14 H 0.24
15 H 0.28
16 H 0.42

---

Most stable to least stable, the ends of the list are run one and run two.

---

Run one
Entry from OMol25: the molecule C6H12S (ωB97M-V/def2-TZVPD).

CARTESIAN COORDINATES (ANGSTROEM)
H  1.857  -1.690  -1.309
H  -0.754  -0.211  -1.408
S  0.196  2.467  -0.241
H  -1.966  0.954  -0.947
H  1.078  2.943  0.649
C  0.735  0.125  1.140
H  -1.085  1.285  1.272
H  1.296  -0.046  -1.461
H  2.987  -0.388  -1.043
C  -1.255  0.241  -0.548
H  -2.630  -1.412  -0.824
H  -2.980  -0.450  0.661
C  1.703  -0.573  0.525
C  1.984  -0.651  -0.940
C  -0.391  0.919  0.518
C  -2.161  -0.868  -0.019
H  0.670  0.086  2.252
H  -1.729  -1.678  0.562
H  2.445  -1.052  1.161

Properties
Structure (SMILES): C/C=C\[C@@H](S)CC
HOMO-LUMO gap (eV): 9.7
Highest occupied orbital energy (eV): -8.78

natural (NBO) charges in e:
1 H 0.22
2 H 0.21
3 S -0.05
4 H 0.22
5 H 0.13
6 C -0.22
7 H 0.22
8 H 0.22
9 H 0.22
10 C -0.41
11 H 0.21
12 H 0.20
13 C -0.15
14 C -0.65
15 C -0.36
16 C -0.60
17 H 0.21
18 H 0.21
19 H 0.20

---

Run two
Entry from OMol25: a cluster of 2 separate species, C6H12S in total (ωB97M-V/def2-TZVPD).

CARTESIAN COORDINATES (ANGSTROEM)
H  -0.793  1.830  0.100
C  -1.748  -1.427  0.210
C  -1.664  -0.104  -0.433
H  1.609  -0.712  0.830
H  -2.513  1.417  0.594
H  -1.458  -2.249  -0.490
H  3.322  -0.232  0.350
S  -1.668  0.030  -2.116
H  3.390  2.690  1.435
C  2.356  0.065  0.690
H  2.037  3.447  0.456
C  -1.538  1.036  0.442
C  1.943  1.275  1.107
H  3.220  2.327  -0.347
H  0.917  1.473  1.530
H  -2.811  -1.530  0.667
H  -1.088  0.743  1.409
C  2.631  2.557  0.681
H  -1.381  -1.418  1.250

Properties
Structure (SMILES): CC(C)=S.C=CC
HOMO-LUMO gap (spin up / spin down) (eV): 8.4 / 8.4
Highest occupied orbital energy (spin up / spin down) (eV): -8.48 / -8.48

natural (NBO) charges in e:
1 H 0.25
2 C -0.72
3 C 0.01
4 H 0.19
5 H 0.25
6 H 0.26
7 H 0.20
8 S -0.04
9 H 0.22
10 C -0.41
11 H 0.23
12 C -0.71
13 C -0.17
14 H 0.21
15 H 0.19
16 H 0.25
17 H 0.21
18 C -0.66
19 H 0.23

---

Run three
Entry from OMol25: the molecule C6H12S (ωB97M-V/def2-TZVPD).

CARTESIAN COORDINATES (ANGSTROEM)
H  -1.121  -1.840  0.895
H  -1.716  -2.174  -0.533
C  -1.152  -1.403  -0.016
H  -1.887  0.701  1.692
H  3.157  -1.449  0.364
C  -0.208  -0.488  -0.722
C  -1.633  -0.052  -0.335
H  2.777  0.928  -1.561
H  -2.269  0.056  -1.298
H  1.846  -1.653  1.508
S  1.349  0.069  -0.008
H  1.586  2.135  -0.967
C  2.364  -0.937  0.861
C  2.280  1.335  -0.648
H  -0.237  -0.604  -1.822
H  -1.179  1.952  0.601
H  0.866  0.816  0.982
C  -1.955  1.080  0.602
H  -2.868  1.527  0.405

Properties
Structure (SMILES): C=[SH](=C)[C@H]1C[C@H]1C
HOMO-LUMO gap (eV): 8.1
Highest occupied orbital energy (eV): -7.38

natural (NBO) charges in e:
1 H 0.23
2 H 0.22
3 C -0.43
4 H 0.21
5 H 0.23
6 C -0.50
7 C -0.19
8 H 0.20
9 H 0.21
10 H 0.21
11 S 1.21
12 H 0.20
13 C -0.99
14 C -0.96
15 H 0.25
16 H 0.21
17 H 0.08
18 C -0.62
19 H 0.23

---

Most stable to least stable, the ends of the list are run one and run three.